Run a
C3H3ClS2 | the ωB97M-V functional and the def2-TZVPD basis

CARTESIAN COORDINATES (ANGSTROEM)
Cl 0.3311 0.6566 -2.0064
S 0.6458 -1.7377 2.1677
S -0.3111 -1.9169 -0.7732
C -0.0531 1.2396 -0.4459
C 0.0530 -1.1456 0.7340
C -0.0078 0.4743 0.6612
H -0.3159 0.8654 1.6398
H -0.1197 2.2033 -0.2976
H -0.2223 -0.6388 -1.6796

Results
* Kohn-Sham gap: 0.292 hartree
* net charge: 0

---

Run b
C3H3ClS2 | the ωB97M-V functional and the def2-TZVPD basis

CARTESIAN COORDINATES (ANGSTROEM)
Cl 1.0834 -1.6954 -0.3553
S 0.6647 2.2244 -0.6994
S -2.5587 0.0429 0.2538
C 0.1038 -0.2641 0.2989
C -1.1316 -0.3693 -0.5936
C 0.9997 0.9796 0.2288
H -0.8738 -1.1714 -1.6075
H -0.1406 -0.4634 1.2680
H 1.8529 0.7167 1.2062

Results
* Kohn-Sham gap: 0.292 hartree
* structure (SMILES): S=CC(Cl)C=S
* net charge: 0

---

Of them, run a has the highest stability.

---

Run a
C4H4O3 | the ωB97M-V functional and the def2-TZVPD basis

CARTESIAN COORDINATES (ANGSTROEM)
O -1.0813 -0.3689 -0.3420
O 0.7892 1.9667 1.2942
O -0.7752 -0.0992 2.1951
C -1.2407 0.6069 1.3044
C 0.1084 -0.0732 -0.3598
C 0.9270 -0.8495 -1.3611
C 0.0846 1.1243 0.8325
H 1.6117 -1.5293 -0.8464
H 1.5088 -0.2083 -2.0204
H 0.2256 -1.4565 -1.9553
H -2.3024 0.8620 1.1555

Results
* Kohn-Sham gap: 0.340 hartree
* structure (SMILES): CC(=O)C(=O)C=O
* net charge: 0

---

Run b
C4H4O3 | the ωB97M-V functional and the def2-TZVPD basis

CARTESIAN COORDINATES (ANGSTROEM)
O -1.6463 -0.6945 -0.0667
O 0.7020 -1.0841 -0.7149
O -0.8556 1.1912 1.2058
C 0.0728 0.3827 0.5064
C 1.3655 0.1183 -0.2171
C -1.2143 0.6694 -0.0715
C -0.3243 -1.0560 0.3116
H -1.6179 1.3371 -0.8232
H 1.6986 0.8019 -1.0020
H 2.2058 -0.1543 0.4333
H -0.2755 -1.9378 0.9515

Results
* Kohn-Sham gap: 0.412 hartree
* net charge: 0

---

Run c
C4H4O3 | the ωB97M-V functional and the def2-TZVPD basis

CARTESIAN COORDINATES (ANGSTROEM)
O 0.9100 -1.0705 -0.3584
O 2.8188 -0.0838 0.2560
O 0.9205 1.2118 -0.3507
C -0.3509 0.7309 -0.3291
C -0.4771 -0.6468 -0.5493
C 1.7034 0.0767 -0.0334
C -0.9340 -0.0648 0.7079
H -2.1549 0.0106 0.7617
H -0.8351 -1.4238 -1.1861
H -0.9588 1.6094 -0.6561
H -0.6418 -0.3497 1.7376

Results
* Kohn-Sham gap: 0.418 hartree
* structure (SMILES): O=C1O[C@H]2C[C@H]2O1
* net charge: 0

---

Run d
C4H4O3 | the ωB97M-V functional and the def2-TZVPD basis

CARTESIAN COORDINATES (ANGSTROEM)
O 1.2599 0.5034 1.2827
O 0.3633 1.5210 -1.8650
O -1.0328 0.5811 1.2906
C 0.1645 0.5405 -1.1897
C 0.0337 -1.2111 0.0252
C 0.0763 0.2481 0.6443
C 0.0010 -0.9080 -1.2711
H -0.0300 -2.2623 0.5541
H -1.7129 1.3013 0.8913
H 1.0682 1.2303 1.8625
H -0.1913 -1.5442 -2.2249

Results
* Kohn-Sham gap: 0.327 hartree
* structure (SMILES): O=C1C=CC1(O)O
* net charge: 0

---

Of them, run c has the highest stability.

---

Run a
C4H4O3 | the ωB97M-V functional and the def2-TZVPD basis

CARTESIAN COORDINATES (ANGSTROEM)
O -1.7598 1.2904 0.8795
O -0.6330 -1.2023 -0.7286
O 1.8179 1.3795 -0.4516
C -0.0565 -0.0320 -0.1580
C -0.3074 -1.2312 0.6491
C -1.0000 1.1487 -0.0442
C 1.3374 0.2819 -0.6000
H 1.8864 -0.5599 -1.0689
H 0.5231 -1.8828 0.9192
H -1.1516 -1.2014 1.3350
H -0.9696 1.8582 -0.8917

Results
* Kohn-Sham gap: 0.383 hartree
* structure (SMILES): O=CC1(C=O)CO1
* net charge: 0

---

Run b
C4H4O3 | the ωB97M-V functional and the def2-TZVPD basis

CARTESIAN COORDINATES (ANGSTROEM)
O 0.0972 -0.9039 0.3182
O 2.8014 -0.5706 0.0485
O -3.0121 0.8107 0.1222
C -1.5032 -1.1023 -0.1190
C -2.3026 -0.1084 0.0602
C 2.0814 0.3786 0.0182
C 0.5645 0.3708 0.0595
H 0.2352 1.1010 0.8192
H 2.4732 1.4114 -0.0712
H -1.6708 -2.1311 -0.3314
H 0.2359 0.7438 -0.9244

Results
* Kohn-Sham gap: 0.329 hartree
* structure (SMILES): O=C=COCC=O
* net charge: 0

---

Run c
C4H4O3 | the ωB97M-V functional and the def2-TZVPD basis

CARTESIAN COORDINATES (ANGSTROEM)
O -1.7576 -0.8348 -0.5566
O 0.3115 -1.1704 0.3659
O 2.5172 -0.9046 -0.2655
C -0.3612 1.0079 -0.0290
C 0.9584 1.0035 -0.1418
C 1.4521 -0.4034 -0.0262
C -0.8281 -0.3265 0.3400
H -1.5084 -1.7966 -0.6447
H -1.0520 1.8609 0.0336
H -1.2867 -0.3050 1.3174
H 1.5548 1.8691 -0.3930

Results
* Kohn-Sham gap: 0.406 hartree
* structure (SMILES): O=C1C=C[C@@H](O)O1
* net charge: 0

---

Of them, run c has the highest stability.